Entry 1:
Formula: C7H12N3O2
Source: the OMol25 dataset
Level of theory: the ωB97M-V functional and the def2-TZVPD basis

ORCA input file:
```
! RIJCOSX wB97M-V def2-TZVPD def2/J DEFGRID3
* xyz 1 1
C 0.805 -0.853 -0.312
C -0.865 1.076 0.619
C -0.604 1.372 1.843
C -1.099 1.340 -0.751
C 1.735 -2.798 -1.160
C 2.004 -1.628 -2.133
C -1.574 2.296 2.646
N 0.960 -2.122 -0.028
N 1.280 -0.509 -1.478
N -2.439 1.375 -1.070
O -0.175 1.608 -1.495
O 0.363 0.751 2.465
H 1.164 -3.566 -1.391
H 2.654 -3.299 -0.750
H 3.019 -1.370 -1.991
H 1.807 -1.664 -3.208
H -1.873 1.789 3.583
H -0.915 3.152 2.787
H -2.421 2.470 2.115
H 0.531 -2.700 0.691
H 1.128 0.380 -1.963
H -3.011 0.930 -0.432
H -2.813 1.160 -2.036
H 0.339 0.812 3.450
*
```

Computed properties:
**Gap between HOMO and LUMO (alpha / beta)**: 8.16 / 7.28 eV
**Energy relative to the best compared isomer or geometry (same formula, charge and spin)**: 410.8 kJ/mol
**Largest force on an atom**: 4.9 eV Å⁻¹
**E_tot**: -16007.688 eV


Entry 2:
Formula: C7H8
Source: the OMol25 dataset
Level of theory: the ωB97M-V functional and the def2-TZVPD basis

ORCA input file:
```
! RIJCOSX wB97M-V def2-TZVPD def2/J DEFGRID3
* xyz 0 1
C 2.166 -0.270 0.232
C 0.694 -0.310 0.046
C -0.085 -1.026 -0.770
C -1.412 -0.313 -0.768
C -1.204 1.129 -0.352
C -0.244 0.677 0.700
C -1.652 0.129 0.638
H 2.543 0.745 0.023
H 2.444 -0.512 1.261
H 2.652 -0.955 -0.465
H 0.079 -1.997 -1.216
H -2.247 -0.539 -1.428
H -1.372 2.110 -0.795
H 0.021 1.341 1.523
H -2.382 -0.206 1.372
*
```

Computed properties:
**SMILES**: CC1=C[C@@H]2[C@@H]3[C@H]1[C@H]23
**Gap between HOMO and LUMO**: 9.13 eV
**Energy relative to the best compared isomer or geometry (same formula, charge and spin)**: 338.5 kJ/mol
**Largest force on an atom**: 0.8 eV Å⁻¹
**E_tot**: -7385.238 eV